Entry 1:
# C36H65F2N3O2SSi

3 unconnected molecules or ions with the total composition C36H65F2N3O2SSi in a non-equilibrium geometry (ωB97M-V with the def2-TZVPD basis set, OMol25).

Summary:
strongest force on any atom = 2.01 eV/A
E = -71097.999 eV
net charge = 0
SMILES = CC(C)=CCC[C@H](C)CC[C@H](N=C=S)OC(=O)C(F)(F)CC[Si](C)(C)c1ccccc1.CCN(CC)CC.CCN(CC)CC

Structure (XYZ):
```
110
Properties=species:S:1:pos:R:3:forces:R:3
C -4.257285 -8.382337 2.311491 -0.9 0.9 0.1
C -4.249775 -6.868087 2.088473 0.1 -0.1 -0.6
C -4.618103 -5.967510 3.241100 2.0 -0.2 0.3
C -3.877599 -6.362269 0.882394 -0.4 -0.2 0.2
C -4.480441 -6.830028 -0.425419 1.3 -0.8 0.5
C -5.463564 -5.807736 -1.008564 0.2 -0.2 -0.4
C -4.904894 -4.425943 -1.432583 0.5 -0.5 0.2
C -3.561929 -4.587637 -2.173940 -0.3 0.2 -0.3
C -4.719332 -3.386376 -0.305514 -0.3 0.4 -0.6
C -5.812236 -3.414326 0.763609 0.7 -0.3 -0.1
C -5.808881 -2.187802 1.702198 -1.1 -0.4 -1.3
N -6.842441 -1.252325 1.176972 0.6 0.1 -0.4
C -6.514553 -0.438070 0.341335 0.2 0.2 0.8
S -5.953062 0.714983 -0.557717 -0.4 -0.2 -0.2
O -4.520520 -1.589869 1.676460 0.6 -0.7 1.1
C -4.270286 -0.782880 2.755676 -0.6 0.5 0.0
O -4.916571 0.191390 2.969839 0.0 0.1 0.1
C -3.118988 -1.164427 3.713509 0.2 0.7 0.2
F -3.201795 -2.488508 4.029357 0.0 -0.1 -0.4
F -3.377730 -0.499839 4.875383 -0.1 -0.2 0.1
C -1.733892 -0.743850 3.234601 0.3 -0.9 -0.6
C -1.568752 -0.660365 1.693888 0.9 0.1 0.6
Si 0.119692 -1.250583 1.059991 -0.1 0.1 -1.0
C -0.003185 -1.135654 -0.835258 -0.3 0.3 0.6
C 1.535424 -0.148809 1.622981 0.1 -0.7 0.0
C 0.440163 -3.052711 1.497340 -0.1 0.1 0.3
C -0.575399 -3.814081 2.077581 -0.3 0.2 0.1
C -0.384358 -5.129312 2.460372 0.3 -0.3 0.0
C 0.843258 -5.738703 2.230018 -0.6 0.2 0.1
C 1.847007 -5.004858 1.625233 0.7 -0.6 -0.1
C 1.667886 -3.682611 1.273736 -0.3 0.4 -0.1
H -3.213903 -8.695388 2.274471 -0.1 -0.2 -0.1
H -4.835113 -8.911975 1.554649 0.1 -0.2 0.1
H -4.628339 -8.589589 3.315724 -0.2 -0.3 -0.2
H -5.652911 -5.636842 3.162072 -0.1 -0.2 0.0
H -3.968801 -5.081930 3.225228 -0.3 0.1 0.0
H -4.435735 -6.469046 4.195485 -0.3 0.2 0.1
H -3.131077 -5.572188 0.821865 -0.9 1.0 0.2
H -3.695227 -7.083094 -1.146578 -0.1 0.1 -0.2
H -5.005732 -7.767126 -0.224722 -0.2 0.1 -0.2
H -6.328434 -5.729719 -0.347246 0.0 0.2 0.0
H -5.833766 -6.268398 -1.931889 -0.1 0.0 0.0
H -5.598656 -4.045495 -2.188274 -0.2 0.2 0.3
H -2.708566 -4.571760 -1.493716 0.0 -0.2 0.0
H -3.546558 -5.507223 -2.761638 0.1 0.0 0.1
H -3.431544 -3.770987 -2.888373 0.1 0.1 0.1
H -3.723049 -3.507149 0.118910 -0.1 0.0 0.3
H -4.712418 -2.400058 -0.784860 0.0 0.0 0.0
H -6.770610 -3.479612 0.248810 -0.1 0.1 0.3
H -5.676830 -4.338536 1.327753 -0.1 0.1 0.2
H -6.107972 -2.485891 2.704652 0.1 0.3 0.1
H -1.036185 -1.497067 3.617424 -0.2 0.0 0.2
H -1.458821 0.189123 3.719548 -0.2 0.1 -0.1
H -2.316840 -1.230039 1.142713 -0.1 0.2 0.0
H -1.595629 0.395958 1.411926 -0.4 -0.1 -0.3
H 0.512642 -0.230663 -1.166446 0.2 -0.2 -0.2
H 0.368404 -2.036255 -1.320943 0.2 0.1 -0.1
H -1.055040 -1.003739 -1.106700 0.0 -0.1 -0.1
H 1.399737 0.895016 1.341284 -0.1 0.0 0.2
H 1.733159 -0.286414 2.688370 -0.1 0.4 0.0
H 2.439887 -0.501589 1.114190 0.0 0.0 0.0
H -1.549301 -3.360225 2.237996 0.0 -0.1 0.1
H -1.167129 -5.703056 2.937284 -0.2 0.1 0.0
H 0.962691 -6.774355 2.520980 0.3 0.0 -0.1
H 2.793254 -5.498586 1.427166 0.0 0.1 0.0
H 2.470513 -3.123973 0.803779 0.1 -0.1 0.0
C 1.808057 4.325226 -2.978085 0.0 0.0 0.0
C 2.869781 3.476812 -2.293755 0.0 0.2 -0.1
N 2.783230 2.068906 -2.629280 -0.1 -0.2 0.1
C 3.581270 1.220041 -1.763381 0.1 -0.1 0.2
C 5.104864 1.391570 -1.790386 0.0 -0.1 0.0
C 2.830800 1.754573 -4.046675 -0.1 0.1 -0.3
C 4.049633 2.227203 -4.849521 0.0 -0.1 -0.1
H 0.809878 3.930705 -2.783140 0.0 0.0 0.0
H 1.849104 5.346310 -2.594759 0.0 0.0 0.0
H 1.955919 4.377397 -4.057616 0.0 0.0 0.0
H 2.728292 3.581011 -1.214077 0.1 -0.2 0.0
H 3.862296 3.897345 -2.520792 0.0 0.1 0.0
H 3.341751 0.173240 -1.973589 -0.1 0.0 -0.1
H 3.241059 1.386591 -0.735459 0.0 0.1 0.0
H 5.545747 0.976280 -2.695612 0.0 0.1 0.0
H 5.547580 0.855191 -0.948079 0.0 0.0 0.0
H 5.404013 2.436795 -1.704216 0.0 0.0 0.0
H 1.935987 2.172859 -4.515386 0.0 0.1 0.1
H 2.720600 0.673776 -4.165456 0.1 0.0 0.1
H 4.303091 3.267645 -4.639715 0.0 0.0 0.0
H 3.832267 2.155727 -5.917179 0.0 0.0 0.0
H 4.929904 1.614802 -4.660785 0.0 0.1 0.1
C 6.186114 9.106952 1.524162 0.0 0.0 0.0
C 6.051977 8.217241 0.297142 0.0 0.1 0.0
N 4.702878 7.722932 0.095905 -0.1 -0.2 0.0
C 4.619770 6.648320 -0.876500 0.1 -0.2 -0.1
C 4.989704 6.961731 -2.331607 -0.1 -0.1 -0.1
C 3.665799 8.736384 0.010514 -0.1 0.2 0.1
C 3.799999 9.817784 -1.069294 -0.1 0.0 0.0
H 5.805897 8.602408 2.413365 0.0 0.0 0.0
H 7.237058 9.344988 1.693485 0.0 0.0 0.0
H 5.653481 10.051579 1.406992 0.0 0.0 0.0
H 6.709401 7.354443 0.434198 -0.1 -0.1 -0.1
H 6.433287 8.762785 -0.580462 0.1 0.0 0.0
H 3.608983 6.230236 -0.851657 0.0 0.1 0.0
H 5.270745 5.838084 -0.530651 0.1 0.1 0.1
H 4.220457 7.550119 -2.830474 0.0 0.1 0.0
H 5.088395 6.029289 -2.892686 0.0 0.0 0.0
H 5.939595 7.491206 -2.410679 0.0 0.0 0.0
H 3.601286 9.235819 0.980918 0.1 0.0 0.0
H 2.700955 8.235528 -0.102829 0.1 -0.1 -0.1
H 4.805228 10.240050 -1.106697 0.0 0.0 0.0
H 3.112112 10.637329 -0.851321 0.0 0.0 0.0
H 3.547764 9.443774 -2.060311 0.1 0.0 0.0
```
Forces are in eV/Å.

=====

Entry 2:
# C36H66B2F10N13O4S2

9 unconnected molecules or ions with the total composition C36H66B2F10N13O4S2 in a non-equilibrium geometry (ωB97M-V with the def2-TZVPD basis set, OMol25).

Summary:
strongest force on any atom = 11.56 eV/A
energy above the lowest of the compared OMol25 structures with the same formula, charge and spin = 1.056 eV
E = -116151.680 eV
net charge = +3

Structure (XYZ):
```
133
Properties=species:S:1:pos:R:3:forces:R:3
C 5.413429 3.149559 5.703788 1.1 -0.7 -0.9
C 3.927259 3.346236 5.814482 -0.6 0.4 1.4
N 3.156694 3.194080 4.586088 0.1 -0.8 -0.8
C 1.780987 3.104462 4.483439 1.2 0.7 -1.2
C 1.518977 3.052605 3.150065 -0.9 0.5 -0.2
N 2.697032 3.072028 2.462399 1.1 -0.3 1.6
C 3.668983 3.089465 3.358739 0.3 0.5 0.8
C 2.957392 2.942669 1.072342 -0.1 -0.3 -1.4
H 5.647244 2.281352 5.031975 -0.1 0.6 0.7
H 5.742706 2.888327 6.701864 0.2 -0.2 0.1
H 6.055346 4.012641 5.404170 -0.9 -0.4 0.0
H 3.726732 4.356305 6.179292 -0.1 0.0 0.0
H 3.508892 2.666109 6.599116 0.2 0.3 -0.9
H 1.183543 3.240255 5.337507 -0.7 -0.1 0.6
H 0.614742 3.202969 2.597696 -0.4 -0.4 0.1
H 4.716694 3.058757 3.130278 0.1 0.0 0.0
H 3.950602 2.552729 0.831250 -0.2 0.0 0.5
H 2.831653 3.861340 0.547140 0.0 1.0 -0.1
H 2.230449 2.287783 0.654403 -0.5 -0.8 -0.4
C 2.863528 -4.931392 7.432915 -0.5 -0.4 -1.2
C 1.652255 -5.058345 6.439069 0.7 1.5 1.6
N 0.923198 -3.710025 6.469807 -1.0 -2.6 -2.7
C 0.053576 -3.355927 5.425331 0.5 -1.5 0.3
C -0.615484 -2.301688 5.855450 -1.7 2.2 -1.7
N -0.254647 -2.013709 7.126214 -0.7 1.3 -0.1
C 0.694512 -2.871086 7.425373 1.7 1.1 3.3
C -0.639452 -0.719185 7.745808 0.2 -0.1 0.4
H 2.536327 -4.741399 8.458774 0.0 -0.3 -0.2
H 3.491594 -4.101106 7.103258 -0.1 0.0 0.0
H 3.490760 -5.830970 7.370389 -0.4 0.2 0.3
H 0.913172 -5.819659 6.686787 0.1 0.1 0.4
H 1.951781 -5.269267 5.417482 0.2 0.5 -0.1
H -0.192042 -3.959490 4.566107 0.7 0.0 -0.1
H -1.155785 -1.565984 5.244760 -0.3 -0.8 0.6
H 1.318515 -2.680081 8.301597 -0.4 -0.7 -0.2
H -1.700085 -0.449620 7.658356 0.3 -0.7 -0.5
H -0.018853 0.004219 7.259174 0.2 0.7 -0.2
H -0.458700 -0.652598 8.813046 0.4 -0.6 0.1
C -4.666982 3.078360 0.993403 -0.4 0.4 -0.5
C -4.365065 2.784919 -0.474028 -0.2 -1.1 1.5
N -3.293981 3.578140 -1.005649 1.6 -0.1 -0.9
C -3.392601 4.886404 -1.379712 -0.1 2.1 -0.3
C -2.168035 5.261576 -1.916418 -0.5 -1.6 0.3
N -1.321697 4.138306 -1.854330 -2.0 -0.1 0.6
C -2.069926 3.121145 -1.302976 2.2 -0.2 0.1
C 0.097337 4.192076 -2.285855 0.1 1.7 0.1
H -5.317945 2.266937 1.272407 -0.5 0.0 0.5
H -5.158273 4.041598 1.138502 -0.1 -0.1 0.1
H -3.801173 3.024770 1.639023 0.4 0.0 -0.1
H -5.242904 2.901294 -1.091307 -0.2 0.2 -0.2
H -4.084455 1.727316 -0.477218 0.2 0.3 -0.6
H -4.327166 5.504220 -1.154991 1.6 -1.1 -0.6
H -1.799323 6.130824 -2.423894 -0.2 0.4 0.2
H -1.611844 2.116817 -1.036558 -0.9 1.2 -0.5
H 0.463246 5.233038 -2.150012 -0.6 -0.4 0.2
H 0.250665 4.041493 -3.353461 -0.3 -0.7 0.2
H 0.755867 3.596825 -1.683348 -0.2 -0.7 0.0
C 4.406580 -0.157155 -2.091314 0.9 1.0 -0.4
C 3.939764 -0.705968 -0.788198 -0.6 0.1 -0.3
N 2.875786 -1.654076 -0.995030 -0.8 -1.8 -1.2
C 2.912843 -2.819885 -1.751331 0.7 -1.3 0.7
C 1.862976 -3.610405 -1.360598 0.0 0.5 -2.0
N 1.110321 -2.796044 -0.563240 -1.7 -1.5 1.2
C 1.730182 -1.663930 -0.361012 0.1 1.1 1.1
C -0.075209 -3.340440 0.127684 -1.5 0.9 -1.4
H 3.884037 0.749212 -2.401164 -0.1 -0.1 0.2
H 4.355407 -0.838947 -2.925202 0.0 -0.4 -0.1
H 5.449436 0.083110 -1.922401 0.3 0.3 -0.4
H 3.486828 0.103449 -0.200803 0.6 -0.5 0.3
H 4.711813 -1.294075 -0.287280 0.0 0.6 0.3
H 3.738506 -3.148699 -2.361407 0.1 0.4 0.0
H 1.455991 -4.560526 -1.802897 0.7 1.2 0.9
H 1.456237 -0.828891 0.257106 -0.5 -0.2 0.2
H -0.860111 -3.550365 -0.634614 0.9 -0.3 0.4
H -0.628949 -2.594180 0.695668 0.7 0.1 0.4
H 0.195133 -4.213688 0.675242 0.2 -0.4 0.5
C -7.236364 3.988527 -5.635283 -0.1 -1.7 0.8
C -6.785400 2.621191 -5.144160 -0.7 -0.7 -1.4
N -5.340095 2.576762 -4.885332 -0.7 -0.8 1.6
C -4.800740 1.565492 -4.129443 -2.0 -1.5 1.4
C -3.485014 1.629747 -4.151162 2.7 1.0 -0.5
N -3.208516 2.760008 -4.956969 0.9 -0.3 1.2
C -4.349963 3.329523 -5.302318 -0.1 -0.9 -0.1
C -1.886249 3.220492 -5.363401 0.3 0.8 -0.4
H -6.881901 4.133869 -6.607173 0.9 0.6 -1.5
H -6.843099 4.695226 -4.940442 -0.3 1.0 0.3
H -8.306403 3.956286 -5.763387 -0.4 0.4 0.5
H -6.933204 1.853738 -5.959079 -0.1 0.7 0.9
H -7.368701 2.279111 -4.265256 0.8 0.3 -0.3
H -5.405367 0.911617 -3.487472 0.2 0.3 -0.8
H -2.665190 1.069601 -3.649268 -0.9 0.4 -0.6
H -4.527018 4.228844 -5.793550 0.2 1.3 -1.1
H -1.742294 2.935460 -6.403042 0.2 0.0 0.0
H -1.070746 2.864026 -4.747557 -0.3 -0.8 0.2
H -1.790511 4.304378 -5.268130 -0.5 0.0 -0.2
C 1.924128 -6.163567 -5.474165 0.0 -0.9 0.1
C 1.347684 -4.848641 -6.003890 0.4 0.0 -0.7
N 0.359538 -4.204250 -5.179085 -0.3 0.5 1.7
C 0.560614 -3.067541 -4.403004 -1.8 -0.9 -0.3
C -0.628134 -2.807283 -3.796815 0.6 -1.1 -0.3
N -1.494201 -3.830879 -4.138421 1.3 0.7 -0.4
C -0.891448 -4.644621 -5.006172 0.3 1.1 0.8
C -2.860298 -3.728782 -3.728848 -1.6 0.0 0.3
H 2.749926 -6.552530 -6.121770 -0.6 0.7 0.6
H 1.219412 -7.001778 -5.405570 -0.3 0.4 -0.4
H 2.265041 -6.083234 -4.423595 0.2 0.4 -0.6
H 0.776844 -4.834527 -6.926666 0.7 -1.0 -0.8
H 2.172094 -4.149687 -6.149436 -0.2 0.1 0.1
H 1.471390 -2.554370 -4.365037 1.0 0.5 0.0
H -0.943895 -2.089715 -3.084191 0.1 0.6 0.3
H -1.353256 -5.459401 -5.498198 -0.2 -0.7 -0.3
H -3.365244 -3.032853 -4.427566 0.1 -0.4 0.7
H -2.905364 -3.350487 -2.687495 0.0 -0.2 -0.8
H -3.361111 -4.695091 -3.738608 0.1 -0.1 -0.2
B -2.705875 -1.061425 -1.472495 0.8 -1.5 3.1
F -3.448675 -2.023214 -0.770163 -0.8 0.0 0.1
F -1.379010 -1.529488 -1.294618 0.7 0.7 -0.3
F -3.010880 -1.079794 -2.759784 -0.8 0.7 -2.9
F -2.844253 0.183208 -0.887320 -0.1 0.9 0.0
B 0.583866 0.948519 -2.321533 0.8 0.6 1.7
F -0.488402 1.343147 -3.082231 -1.0 0.3 -0.6
F 1.002407 -0.305416 -2.603361 -0.2 -1.7 -0.3
F 1.685145 1.774539 -2.529742 0.3 0.8 0.0
F 0.217993 1.081097 -0.895243 0.1 0.0 -0.9
N 3.751369 -0.095738 4.231984 -1.4 0.3 1.9
S 3.056347 -0.410992 5.717340 0.8 -1.1 -5.8
O 2.922987 -1.813130 5.854161 -0.8 -0.8 1.1
O 1.948271 0.446519 5.986175 0.2 0.4 0.9
F 4.272588 -0.058115 6.539763 0.8 1.2 1.3
S 3.173751 -0.670172 2.877671 6.9 -1.5 7.3
O 2.825395 0.276903 2.025605 -2.7 8.7 -7.1
O 2.367600 -1.742359 2.889495 -5.0 -6.8 1.0
F 4.515557 -1.205639 2.296691 1.0 -0.4 -0.5
```
Forces are in eV/Å.